(1)
The following is a DFT calculation (wB97M-V/def2-TZVPD) of a structure of composition C21H14F9N2OPdS at a distorted geometry.

XYZ file:
```
49
Properties=species:S:1:pos:R:3:mulliken_charge:R:1
Pd -0.0370 0.3616 -0.6933 -0.13
N -0.9033 -0.9045 1.0389 -0.34
C -0.8922 -0.3219 2.3015 -0.03
C -0.4680 -1.0486 3.4115 -0.77
C -0.4043 -0.4484 4.6563 -0.54
C -0.7480 0.8872 4.7975 -0.75
C -1.1614 1.6026 3.6842 -0.62
C -1.2551 1.0220 2.4195 1.16
C -1.7148 1.8277 1.2597 0.67
C -2.7513 2.7337 1.5396 -0.78
C -3.2042 3.6524 0.6190 -0.73
C -2.5999 3.6845 -0.6281 -0.81
C -1.6038 2.7789 -0.9399 -0.57
C -1.1401 1.8012 -0.0346 0.69
H -0.8719 -1.9045 0.9125 -0.01
H -1.6233 -0.5190 0.4194 0.67
H -0.1919 -2.0885 3.2851 0.43
H -0.0752 -1.0247 5.5123 0.36
H -0.6785 1.3762 5.7603 0.37
H -1.3926 2.6552 3.7842 0.52
H -3.2160 2.6901 2.5170 0.49
H -4.0127 4.3267 0.8728 0.36
H -2.9142 4.4065 -1.3728 0.37
H -1.1696 2.8259 -1.9240 0.24
S 1.0135 1.6101 -2.3526 -0.38
C 2.5666 1.4493 -1.5498 0.64
C 3.7984 1.7880 -2.1227 -0.87
C 4.9501 1.5753 -1.3952 -0.13
C 4.8745 1.0283 -0.1171 -0.68
C 3.6128 0.7201 0.3680 -0.28
N 2.4942 0.9283 -0.3173 -0.11
H 3.8367 2.1969 -3.1230 0.37
H 5.9119 1.8274 -1.8270 0.35
H 5.7575 0.8426 0.4787 0.38
H 3.4824 0.2894 1.3562 0.38
F -2.7708 -3.5661 -1.4088 -0.26
C -1.9164 -3.6122 -2.4388 0.55
F -2.5669 -3.1375 -3.5120 -0.27
F -1.6690 -4.9213 -2.6763 -0.28
C -0.6363 -2.7505 -2.1382 0.96
O -0.9934 -1.5943 -1.6109 -0.90
C 0.1440 -2.5613 -3.4860 0.52
F 1.4167 -2.1930 -3.2560 -0.27
F 0.1980 -3.6844 -4.2415 -0.31
F -0.4152 -1.6144 -4.2329 -0.26
C 0.2733 -3.5614 -1.1574 0.42
F 1.2568 -2.7944 -0.6668 -0.24
F -0.4427 -3.9807 -0.0864 -0.30
F 0.8528 -4.6564 -1.6849 -0.29
```

Values from the calculation:
- Molecular weight: 619.825 g mol⁻¹
- Energy: -2418.3886 Eh
- Frontier orbital gap: 0.277 Ha
- Net charge: -1
- E_HOMO: -4.7 eV



(2)
The following is a DFT calculation (wB97M-V/def2-TZVPD) of a cluster of 2 separate species, C4H8INO2 in total at a distorted geometry.

XYZ file:
```
16
Properties=species:S:1:pos:R:3:mulliken_charge:R:1
C -0.0663 0.9113 -1.0831 0.24
C 1.2606 0.7096 0.8685 -1.31
C 0.6112 -1.5302 -0.5494 -0.46
C 0.5369 -0.1203 -0.1132 0.85
N -1.3373 1.0865 -0.6317 -0.32
O 0.4833 1.4516 -2.0268 -0.60
O -1.7123 -0.0534 1.5662 -0.81
I -2.1383 -1.9033 1.5123 0.17
H 0.6571 1.6184 1.1744 0.34
H 1.6223 0.1357 1.7523 0.35
H 2.1751 1.0110 0.4689 0.45
H 0.1595 -1.4780 -1.6432 0.31
H -0.0549 -1.9297 0.2477 -0.09
H 1.5493 -1.8980 -0.3874 0.34
H -1.8079 0.6311 0.2108 0.35
H -1.9384 1.3577 -1.3663 0.19
```

Values from the calculation:
- Molecular weight: 229.017 g mol⁻¹
- Energy: -659.9797 Eh
- Frontier orbital gap (alpha / beta): 0.239 / 0.239 Ha
- E_HOMO (alpha / beta): -8.3 / -8.3 eV



(3)
The following is a DFT calculation (wB97M-V/def2-TZVPD) of the molecule C3H6N2O2S at a distorted geometry.

XYZ file:
```
14
Properties=species:S:1:pos:R:3:mulliken_charge:R:1
C -1.2883 -1.4821 1.8723 -0.53
O -0.4232 -0.7200 1.0353 -0.27
N -1.1107 -0.3385 -0.1077 -0.56
C -0.4257 0.3580 -0.9238 0.07
N 0.8930 0.7861 -0.8526 0.20
O 1.7208 0.4808 0.2229 -0.44
C 1.5110 1.5279 -1.8172 -0.03
S 0.8681 2.0675 -3.2140 -0.36
H -1.6238 -2.3714 1.3613 0.26
H -0.7056 -1.7785 2.7526 0.26
H -2.1528 -0.8611 2.1536 0.25
H -0.9291 0.6922 -1.8422 0.27
H 1.1454 -0.0697 0.8403 0.55
H 2.5210 1.7088 -1.4811 0.35
```

Values from the calculation:
- Molecular weight: 134.160 g mol⁻¹
- Energy: -775.9511 Eh
- Frontier orbital gap: 0.317 Ha
- SMILES: CO/N=C\N(O)C=S
- E_HOMO: -8.7 eV



(4)
The following is a DFT calculation (wB97M-V/def2-TZVPD) of a structure of composition C28H21HgN5O4.

XYZ file:
```
59
Properties=species:S:1:pos:R:3:mulliken_charge:R:1
Hg -0.6639 0.9053 -2.0637 1.16
O 0.1421 2.5363 -5.8184 -0.77
C 0.1236 1.9049 -4.7639 0.59
O -0.6593 2.2358 -3.7681 -0.66
C 1.0319 0.7434 -4.5619 -0.02
C 1.9381 0.3774 -5.5484 -0.30
C 2.7975 -0.6830 -5.3582 -1.03
C 2.7605 -1.4016 -4.1164 1.35
C 3.6058 -2.4735 -3.8162 -0.73
C 3.5450 -3.1375 -2.5980 -0.51
C 2.6164 -2.7293 -1.6467 -0.54
C 1.7618 -1.6727 -1.9160 0.08
C 1.8088 -0.9878 -3.1409 -0.70
N 0.9615 0.0556 -3.3794 -0.69
H 1.9379 0.9603 -6.4588 0.49
H 3.5088 -0.9763 -6.1202 0.33
H 4.3265 -2.7815 -4.5667 0.32
H 4.2150 -3.9629 -2.3918 0.36
H 2.5597 -3.2289 -0.6868 0.37
H 1.0364 -1.3550 -1.1752 0.37
O -2.2435 -1.6216 -0.5423 -0.69
C -1.5067 -1.0136 0.2004 -0.05
N -1.1098 -1.4343 1.4550 0.01
C -0.3677 -0.4067 2.1544 3.11
C -0.2282 0.6489 1.0239 -0.10
O 0.3844 1.6891 1.1443 -0.69
N -0.9212 0.2194 -0.0541 0.05
C 1.0164 -0.8623 2.5944 -0.82
C 1.4677 -2.1502 2.3421 -0.44
C 2.7369 -2.5427 2.7518 -0.68
C 3.5638 -1.6479 3.4096 -0.45
C 3.1166 -0.3555 3.6564 -0.78
C 1.8514 0.0354 3.2552 -0.35
C -1.1714 0.1319 3.3353 -0.40
C -1.8240 1.3579 3.3034 -0.17
C -2.5967 1.7683 4.3828 -0.94
C -2.7267 0.9612 5.5018 -0.40
C -2.0705 -0.2620 5.5432 -0.81
C -1.2944 -0.6670 4.4700 -0.22
H -1.6873 -2.1027 1.9370 0.27
H 0.8378 -2.8396 1.7974 0.39
H 3.0801 -3.5473 2.5396 0.42
H 4.5559 -1.9494 3.7199 0.38
H 3.7620 0.3552 4.1570 0.40
H 1.5067 1.0453 3.4324 0.42
H -1.7112 2.0075 2.4461 0.47
H -3.0934 2.7297 4.3475 0.40
H -3.3284 1.2850 6.3414 0.38
H -2.1554 -0.8966 6.4163 0.38
H -0.7611 -1.6099 4.5166 0.41
N -4.5938 3.4487 -1.2774 -0.05
C -4.4820 3.6393 -2.6387 -0.44
C -3.5498 2.7420 -3.0589 -0.38
N -3.1006 2.0047 -1.9889 -0.11
C -3.7367 2.4552 -0.9415 -0.37
H -5.1835 3.9597 -0.6466 0.18
H -5.0448 4.3919 -3.1595 0.40
H -3.1286 2.6081 -4.0395 0.42
H -3.6165 2.0959 0.0677 0.37
```

Values from the calculation:
- Spin multiplicity: 2
- Molecular weight: 692.097 g mol⁻¹
- Energy: -1807.9129 Eh
- Frontier orbital gap (alpha / beta): 0.152 / 0.263 Ha
- Net charge: -1
- E_HOMO (alpha / beta): -1.9 / -4.9 eV



(5)
The following is a DFT calculation (wB97M-V/def2-TZVPD) of the ion C4H3O2 with charge +1 at a distorted geometry.

XYZ file:
```
9
Properties=species:S:1:pos:R:3:mulliken_charge:R:1
C 0.2416 0.0792 -0.5257 0.11
C -0.8206 -0.4072 -1.1023 -0.44
C 1.1693 0.4254 1.6298 0.04
C -1.8708 -0.8107 -1.7314 0.64
O -2.8220 -1.1462 -2.2654 -0.23
O 0.4237 -0.1015 0.8189 -0.02
H 0.9353 0.8805 -0.7930 0.29
H 0.7625 0.1274 2.6877 0.31
H 1.9810 0.9531 1.2814 0.31
```

Values from the calculation:
- Molecular weight: 83.066 g mol⁻¹
- Energy: -304.2446 Eh
- Frontier orbital gap: 0.269 Ha
- Net charge: +1
- E_HOMO: -14.5 eV



(6)
The following is a DFT calculation (wB97M-V/def2-TZVPD) of a cluster of 2 separate species, C3H6NO4 in total at a distorted geometry.

XYZ file:
```
14
Properties=species:S:1:pos:R:3:mulliken_charge:R:1
O 1.9753 1.2760 0.8909 -0.67
C 1.4001 0.4506 0.1777 0.54
N 0.0308 0.3837 0.2137 -0.15
C -0.7074 -0.9560 0.2196 0.57
O 0.0009 -1.9220 0.4708 -0.67
O -1.8855 -0.8593 -0.1903 -0.76
C 2.2857 -0.4621 -0.6524 -1.02
H -0.3073 0.9701 0.9571 0.26
H 1.9685 -0.6982 -1.6631 0.29
H 2.4620 -1.4212 -0.1690 0.26
H 3.3061 -0.1147 -0.4531 0.36
H -2.0754 2.1297 -0.2246 0.27
H -2.3195 0.6678 -0.4889 0.43
O -2.5230 1.5800 -0.8876 -0.70
```

Values from the calculation:
- Molecular weight: 120.084 g mol⁻¹
- Energy: -473.7342 Eh
- Frontier orbital gap: 0.337 Ha
- Net charge: -1
- E_HOMO: -5.3 eV



(7)
The following is a DFT calculation (wB97M-V/def2-TZVPD) of a structure of composition C5H27B3N3O2V at a distorted geometry.

XYZ file:
```
41
Properties=species:S:1:pos:R:3:mulliken_charge:R:1
V 0.6790 0.0678 0.6600 1.06
B -0.9884 3.1213 1.6841 0.45
H -0.1515 3.6793 1.2936 -0.30
H -0.6462 2.4157 2.4252 -0.28
H -1.7087 3.7875 2.1331 -0.14
H -1.5054 2.5163 0.9555 -0.40
B 2.2724 -3.3023 0.1338 0.33
H 2.2357 -4.3361 -0.1732 -0.19
H 1.7466 -2.6351 -0.5315 -0.43
H 1.9730 -3.2760 1.1701 -0.25
H 3.3108 -3.0092 0.1238 -0.18
B 3.6721 0.9673 2.8560 0.24
H 4.0722 1.4595 3.7289 -0.16
H 2.7490 0.4984 3.1597 -0.32
H 3.4843 1.7211 2.1071 -0.30
H 4.3923 0.2287 2.5397 -0.18
C -4.2608 -3.3667 0.9382 -1.42
C -2.9733 -2.7161 0.4315 0.22
C -3.3375 -1.9302 -0.8688 -0.96
O -2.2146 -1.1133 -1.2277 -0.20
C -2.6092 -0.2635 -2.3185 -0.79
N -2.4258 -1.8442 1.4214 -0.46
H -3.9439 -3.8619 1.8560 0.38
H -4.6594 -4.0941 0.2311 0.39
H -5.1267 -2.7213 1.0861 0.38
H -2.2294 -3.4233 0.0646 0.32
H -4.2257 -1.3403 -0.6425 0.40
H -3.5191 -2.6553 -1.6621 0.40
H -2.9364 -0.9618 -3.0888 0.34
H -1.7851 0.3610 -2.6635 0.24
H -3.4671 0.3825 -2.1320 0.32
H -3.0386 -1.1963 1.8955 0.21
H -2.1794 -2.4807 2.1659 0.28
C 3.4023 3.2689 -2.2653 0.60
O 2.6715 2.3611 -1.9750 -0.63
N 3.1318 4.5143 -2.1077 -0.40
N 4.5256 3.1684 -2.8752 -0.46
H 3.7740 5.2819 -2.2429 0.19
H 2.2564 4.6389 -1.6196 0.24
H 4.8217 2.2278 -3.0937 0.25
H 4.7612 3.8598 -3.5726 0.20
```

Values from the calculation:
- Spin multiplicity: 4
- Molecular weight: 244.670 g mol⁻¹
- Energy: -1539.5027 Eh
- Frontier orbital gap (alpha / beta): 0.183 / 0.220 Ha
- Net charge: -1
- E_HOMO (alpha / beta): -5.8 / -5.8 eV



(8)
The following is a DFT calculation (wB97M-V/def2-TZVPD) of a cluster of 2 separate species, C5H9NO in total.

XYZ file:
```
16
Properties=species:S:1:pos:R:3:mulliken_charge:R:1
C 1.5942 0.8251 0.5064 -1.09
C 0.5145 -0.0743 0.0260 0.31
C -0.8090 -0.2618 0.2104 0.29
N -1.7542 0.4582 0.9647 -0.17
O -2.8795 0.0045 0.8721 -0.39
C -0.9169 -1.4877 -0.6584 -0.29
C 0.6073 -1.2645 -0.9039 -0.53
H 2.2588 1.0935 -0.3228 0.32
H 2.2058 0.2882 1.2423 0.29
H 1.2154 1.7348 0.9743 0.28
H -1.1608 -2.4110 -0.1250 0.23
H -1.5589 -1.3969 -1.5382 0.25
H 0.8749 -1.0104 -1.9356 0.24
H 1.2664 -2.0652 -0.5517 0.26
H -0.4963 3.0283 0.4620 0.12
H -0.9619 2.5392 0.7774 -0.11
```

Values from the calculation:
- Molecular weight: 99.133 g mol⁻¹
- Energy: -325.7483 Eh
- Frontier orbital gap: 0.312 Ha
- SMILES: CC1=C(N=O)CC1.[H][H]
- E_HOMO: -8.9 eV



(9)
The following is a DFT calculation (wB97M-V/def2-TZVPD) of a cluster of 10 separate species, C32H88O36P8S2 in total at a distorted geometry.

XYZ file:
```
166
Properties=species:S:1:pos:R:3:mulliken_charge:R:1
C 4.4591 -0.1141 -0.6078 -0.36
O 5.8068 -0.5628 -0.3663 -0.09
P 7.0190 -0.3643 -1.4379 0.66
O 6.6593 -0.8771 -2.7661 -0.56
O 7.4775 1.2006 -1.4640 -0.24
C 8.6307 1.5751 -2.1717 -0.83
O 8.2433 -1.0550 -0.6092 -0.35
C 7.9774 -2.3877 -0.1438 -0.51
H 3.7685 -0.9378 -0.4271 0.10
H 4.2828 0.2457 -1.6215 0.47
H 4.1315 0.6292 0.1189 -0.04
H 9.3751 2.1226 -1.5937 0.29
H 8.3884 2.2428 -2.9985 0.29
H 9.0619 0.7050 -2.6668 0.31
H 7.7007 -2.3877 0.9105 0.22
H 8.8826 -2.9941 -0.1750 0.27
H 7.2130 -2.8804 -0.7446 0.19
C 2.3085 6.1864 1.9495 -0.37
O 1.5262 6.9121 1.0610 -0.43
P 1.6357 6.4745 -0.5224 0.48
O 1.0178 7.4252 -1.5274 -0.77
O 1.0130 5.0414 -0.5403 0.59
C 1.0406 4.1880 -1.6952 -0.69
O 3.1910 6.1111 -0.8389 -0.28
C 4.1346 7.1786 -0.9185 -0.92
H 1.9505 6.2306 2.9781 0.38
H 3.3908 6.2028 1.8210 0.24
H 2.0566 5.1425 1.7624 -0.04
H 0.0511 3.7352 -1.7583 0.02
H 1.7539 3.3714 -1.8070 0.28
H 1.1441 4.8138 -2.5816 0.51
H 4.7088 7.0280 -1.8327 0.30
H 4.8738 7.2025 -0.1178 0.30
H 3.7213 8.1791 -1.0464 0.39
C 3.6318 4.0396 4.5409 -0.67
O 4.2089 3.8218 3.2937 -0.31
P 3.9896 2.4114 2.5889 0.25
O 2.6724 2.1880 1.9855 0.60
O 4.4436 1.3668 3.7439 -0.42
C 5.1196 0.1375 3.3507 -0.17
O 5.2906 2.3422 1.6148 -0.28
C 5.2076 3.1992 0.4714 -0.62
H 2.9815 4.9111 4.6155 0.23
H 4.3949 4.3933 5.2341 0.27
H 3.2242 3.1616 5.0420 0.24
H 6.1717 0.0487 3.6213 0.32
H 5.2171 0.0311 2.2703 -0.23
H 4.5215 -0.7164 3.6690 0.31
H 4.1674 3.3742 0.1967 0.32
H 5.5785 2.6433 -0.3898 0.12
H 5.8605 4.0545 0.6458 0.27
C 2.0210 -8.2597 0.9585 -0.67
O 2.1428 -7.0120 1.6309 -0.43
P 1.4362 -5.6302 1.1307 1.01
O 1.4477 -4.5122 2.1663 -0.50
O 2.2816 -5.1775 -0.1884 -0.49
C 2.1528 -3.8505 -0.7656 0.18
O -0.0266 -6.1140 0.6663 -0.20
C -1.0549 -6.3951 1.6679 -0.71
H 2.9758 -8.6292 0.5844 0.27
H 1.3952 -8.0215 0.0984 0.29
H 1.5351 -9.0319 1.5548 0.26
H 3.1957 -3.5502 -0.8668 0.05
H 1.6462 -3.1725 -0.0786 -0.17
H 1.7786 -3.9275 -1.7864 0.17
H -0.7527 -6.1427 2.6843 0.25
H -1.3409 -7.4380 1.8046 0.31
H -1.9698 -5.8892 1.3594 0.28
C -5.8417 3.2909 1.5004 -0.49
O -4.6514 3.1890 2.3096 -0.34
P -3.2181 2.8496 1.5987 -0.09
O -3.2244 1.4855 0.9443 0.68
O -2.8782 4.1363 0.6954 -0.26
C -2.8740 4.0769 -0.7125 -0.47
O -2.1589 2.9969 2.7653 -0.47
C -0.7077 2.7387 2.4246 0.40
H -6.5651 2.5695 1.8803 -0.01
H -5.7196 3.0542 0.4435 0.22
H -6.2392 4.3053 1.4682 0.34
H -3.8373 4.4726 -1.0343 0.32
H -2.7961 3.1070 -1.2038 0.16
H -2.0821 4.7270 -1.0844 0.15
H -0.1111 3.6114 2.6904 0.36
H -0.4993 2.5011 1.3815 -0.45
H -0.3931 1.9195 3.0711 -0.13
C -3.1060 -0.1867 3.8293 -0.30
O -2.4556 -1.2640 4.5435 -0.41
P -0.9984 -0.8864 5.2267 0.60
O -1.0525 0.2037 6.2026 -0.75
O -0.4152 -2.3673 5.6332 -0.44
C -0.2433 -3.3110 4.5184 -0.47
O -0.1311 -0.4765 3.9484 0.39
C 1.2604 -0.2250 4.0949 -1.08
H -2.5046 0.7097 3.6785 -0.01
H -4.0081 0.1691 4.3272 0.35
H -3.2842 -0.6286 2.8490 0.22
H -0.7817 -4.2394 4.7095 0.40
H 0.8084 -3.5946 4.4802 0.34
H -0.5280 -2.9851 3.5180 0.12
H 1.7202 -0.8489 4.8614 0.55
H 1.4961 0.7236 4.5774 0.47
H 1.9090 -0.2570 3.2195 0.04
C -6.4314 -0.4458 0.3506 -0.86
O -7.1195 0.0022 1.5302 0.05
P -8.4917 -0.7967 2.0479 0.79
O -8.2542 -2.2728 2.1346 -0.67
O -8.9316 0.0465 3.3629 -0.39
C -8.0540 0.5030 4.4227 -0.54
O -9.6377 -0.3813 1.0132 -0.31
C -9.8227 -1.1549 -0.1654 -0.62
H -6.6082 -1.5158 0.2413 0.54
H -5.3561 -0.2867 0.2691 0.19
H -6.7956 0.0331 -0.5583 0.28
H -7.7249 1.5406 4.3669 0.24
H -7.1999 -0.1683 4.3326 0.27
H -8.5563 0.3879 5.3832 0.28
H -9.1021 -0.9872 -0.9659 0.12
H -10.8243 -0.9145 -0.5219 0.30
H -9.7720 -2.2062 0.1181 0.37
C 3.0368 -0.5069 -7.0431 -0.79
O 3.3051 -1.4169 -6.0022 -0.34
P 3.0869 -0.8936 -4.4441 0.61
O 3.8381 0.3757 -4.1341 -0.67
O 3.4999 -2.1739 -3.5154 0.34
C 4.6346 -2.9486 -3.7781 -0.84
O 1.4841 -0.8510 -4.2636 -0.08
C 0.6687 -1.9498 -4.6645 -0.70
H 3.8528 -0.5016 -7.7656 0.26
H 2.7684 0.5045 -6.7379 0.34
H 2.1775 -0.9923 -7.5058 0.28
H 4.2075 -3.8830 -4.1421 0.36
H 5.3200 -3.0853 -2.9416 0.05
H 5.2623 -2.5340 -4.5669 0.38
H 0.0475 -2.3627 -3.8697 0.18
H 1.0762 -2.8057 -5.2025 0.39
H -0.0211 -1.3928 -5.2986 0.34
O -0.7887 -2.8871 -1.0323 -0.55
S -1.6007 -1.7702 -0.5602 1.33
O -2.9845 -1.9975 -0.0885 -0.69
C -0.6228 -0.9384 0.7779 -0.14
C 0.3244 -0.0989 0.0518 0.75
C -0.4155 0.5788 -1.1309 0.34
C -1.5557 -0.3108 -1.6967 -0.48
H -0.2663 -1.7605 1.3985 0.43
H -1.4101 -0.4236 1.3285 -0.64
H 0.8779 0.6479 0.6210 -0.01
H 1.0286 -0.8219 -0.3599 -0.36
H 0.3299 0.6638 -1.9216 0.58
H -0.6806 1.6075 -0.8867 -1.05
H -1.4599 -0.7916 -2.6703 0.26
H -2.5115 0.2088 -1.6290 0.16
O -3.3302 -2.5331 -4.1237 -0.68
S -4.2316 -1.4144 -4.2280 1.32
O -3.6517 -0.0557 -4.3405 -0.68
C -5.4897 -1.7351 -5.5101 -0.91
C -6.8311 -1.7386 -4.7900 -0.71
C -6.6256 -2.2392 -3.3785 -0.21
C -5.4457 -1.5037 -2.7224 -0.59
H -5.3213 -2.7653 -5.8238 0.32
H -5.3229 -1.0682 -6.3560 0.46
H -7.1787 -0.7063 -4.8304 0.27
H -7.6490 -2.2315 -5.3155 0.44
H -6.7081 -3.3135 -3.2133 0.33
H -7.4439 -1.9090 -2.7386 -0.01
H -4.9399 -2.0003 -1.8943 0.36
H -5.6878 -0.4614 -2.5149 0.31
```

Values from the calculation:
- Molecular weight: 1360.946 g mol⁻¹
- Energy: -7508.4827 Eh
- Frontier orbital gap: 0.369 Ha
- SMILES: COP(=O)(OC)OC.COP(=O)(OC)OC.COP(=O)(OC)OC.COP(=O)(OC)OC.COP(=O)(OC)OC.COP(=O)(OC)OC.COP(=O)(OC)OC.COP(=O)(OC)OC.O=S1(=O)CCCC1.O=S1(=O)CCCC1
- E_HOMO: -9.8 eV